Entry 1:
Molecular formula: C12H30B2CoF8N2O4
Method: DFT, ωB97M-V with the def2-TZVPD basis set

Summary:
Energy relative to the best compared isomer or geometry (same formula, charge and spin): 0.000 eV
Kohn-Sham gap (alpha / beta): 10.38 / 10.82 eV

Geometry as ORCA input:
```
! wB97M-V def2-TZVPD RIJCOSX def2/J DEFGRID3
* xyz 0 4
Co 0.8610 0.2406 0.5255
B 1.6530 -2.6155 -1.1023
F 1.1040 -1.4538 -0.4874
F 1.6462 -3.6300 -0.1050
F 0.8412 -2.9675 -2.1783
F 2.9591 -2.3518 -1.5020
B 1.1653 2.9062 1.8495
F 2.1493 1.9828 2.2761
F 0.6603 3.6091 2.9351
F 1.6560 3.7492 0.8682
F 0.1027 2.0849 1.2955
C -4.1685 -1.9162 -0.1243
O -3.6916 -1.5402 1.1434
C -2.6714 -2.3459 1.6724
C -1.2716 -1.9662 1.1531
N -0.8589 -0.6021 1.5259
C -0.2029 -0.5691 2.8648
C 1.0433 -1.4230 2.9407
O 1.9168 -0.8511 1.9668
C 3.2004 -1.4945 1.9287
H -3.3715 -2.2127 -0.8151
H -4.7325 -1.0958 -0.5605
H -4.8390 -2.7771 -0.0120
H -2.8090 -3.3779 1.3263
H -2.7502 -2.3354 2.7568
H -1.2228 -2.1701 0.0813
H -0.6408 -2.7782 1.5225
H -1.7683 -0.1720 1.6935
H -0.8761 -0.8130 3.6980
H 0.0770 0.4576 3.1005
H 0.8701 -2.4750 2.7097
H 1.4661 -1.3163 3.9428
H 3.8576 -0.9638 1.2491
H 3.0830 -2.5119 1.5519
H 3.5851 -1.4809 2.9506
C -2.9236 3.3221 -2.9588
O -2.1777 2.4242 -2.1690
C -2.2486 1.0899 -2.5721
C -1.3041 0.2504 -1.6838
N -0.1128 1.0116 -1.1669
C 0.9012 1.0731 -2.2508
C 2.2068 1.6444 -1.7395
O 2.5642 0.9769 -0.5268
C 3.8513 1.4015 -0.1079
H -2.5839 4.3283 -2.7058
H -3.9808 3.2759 -2.6846
H -2.7783 3.2151 -4.0364
H -1.9487 0.9812 -3.6257
H -3.2395 0.6216 -2.5527
H -1.0701 -0.7086 -2.1457
H -1.8795 0.0021 -0.7842
H -0.5727 1.9299 -1.2265
H 0.5540 1.5837 -3.1559
H 1.0263 0.0501 -2.6264
H 2.0448 2.7101 -1.5503
H 2.9956 1.5170 -2.4818
H 4.6099 0.7693 -0.5796
H 3.9257 1.2624 0.9689
H 4.1181 2.4447 -0.2797
*
```

Mulliken atomic charge list, values in e, 4 entries: 1.04 0.62 0.15 -0.41

***

Entry 2:
Molecular formula: C12H30BBrO6Sb
Method: DFT, ωB97M-V with the def2-TZVPD basis set

Summary:
Kohn-Sham gap: 7.29 eV

Geometry as ORCA input:
```
! wB97M-V def2-TZVPD RIJCOSX def2/J DEFGRID3
* xyz -1 1
C 0.7151 -0.8697 -2.3211
C 1.8444 0.1131 -2.2590
Sb 1.9190 1.9521 -1.0320
C 1.4902 3.1406 -2.8559
C 2.7834 3.9405 -3.4747
O 3.1570 3.8197 -4.7536
Br 3.8233 5.0997 -2.1910
O 2.2197 0.9504 0.7235
B 2.8860 -0.3522 0.5272
O 2.1391 -1.5551 1.0387
O 4.1766 -0.5877 -0.1529
H 1.0222 -1.9807 -2.6300
H -0.4072 -0.6393 -2.0688
H 2.7792 -0.1178 -2.9646
H 0.1733 1.8015 -0.8120
H 1.8715 3.4724 -0.1260
H 3.6566 2.1524 -1.2564
H 0.9623 2.4055 -3.6301
H 0.6702 3.9611 -2.6013
H 1.1784 -1.2257 1.1533
H 3.9452 -1.2488 -0.8957
C -1.7999 -4.0820 -3.3221
C -2.3945 -3.2341 -2.2089
O -3.2908 -2.2294 -2.6774
C -4.4380 -2.6856 -3.3908
C -5.3300 -3.6065 -2.5757
H -1.2719 -3.4489 -4.0454
H -1.0945 -4.8115 -2.9109
H -2.5672 -4.6326 -3.8694
H -1.5818 -2.7134 -1.6929
H -2.8860 -3.8585 -1.4573
H -4.1341 -3.1588 -4.3303
H -5.0107 -1.7927 -3.6662
H -4.8113 -4.5204 -2.2774
H -6.2117 -3.8944 -3.1566
H -5.6622 -3.1051 -1.6599
C 0.2992 3.2795 6.1877
C -0.5176 2.1332 5.6130
O -0.3023 1.9255 4.2192
C 1.0305 1.6091 3.8235
C 1.5641 0.3369 4.4598
H 0.0784 4.2121 5.6547
H 0.0695 3.4171 7.2494
H 1.3723 3.0997 6.0998
H -1.5803 2.3646 5.7351
H -0.3392 1.2061 6.1654
H 1.6936 2.4581 4.0202
H 1.0113 1.4783 2.7356
H 1.6119 0.4123 5.5484
H 2.5725 0.1219 4.0928
H 0.9153 -0.5124 4.2189
*
```

Mulliken atomic charge list, values in e, 4 entries: -0.20 -0.80 0.76 -0.80

***

Entry 3:
Molecular formula: C12H30CdN2O8S2
Method: DFT, ωB97M-V with the def2-TZVPD basis set

Summary:
Energy relative to the best compared isomer or geometry (same formula, charge and spin): 0.000 eV
Kohn-Sham gap: 5.88 eV

Geometry as ORCA input:
```
! wB97M-V def2-TZVPD RIJCOSX def2/J DEFGRID3
* xyz -2 1
Cd 0.6289 -0.1699 0.3152
S 3.2205 0.2398 -1.9840
O 3.2678 1.5967 -2.6005
O 3.1016 -0.7244 -3.1200
O 4.3423 -0.0181 -1.0943
O 1.9006 0.1310 -1.2334
S 1.4793 -0.6221 2.9180
O 1.3022 0.3338 4.0078
O 2.2309 -1.8319 3.2483
O 0.1352 -0.9025 2.2420
O 2.1892 -0.0247 1.7083
C 1.7142 3.0489 0.1216
C 0.3795 2.6670 -0.4672
N -0.4846 1.8287 0.4215
C -1.8265 1.8317 -0.1343
C -2.8681 1.1184 0.7537
C -0.4703 2.2738 1.8093
C -1.0826 3.6508 2.0953
H 2.3707 3.4073 -0.6746
H 2.2724 2.2018 0.5286
H 1.6697 3.8264 0.8901
H -0.2234 3.5603 -0.7016
H 0.5671 2.1817 -1.4260
H -2.2351 2.8434 -0.2897
H -1.8672 1.3304 -1.1049
H -3.2355 1.8079 1.5115
H -3.7106 0.7623 0.1575
H -2.4245 0.2401 1.2282
H 0.5537 2.2863 2.1818
H -0.9126 1.5459 2.4912
H -0.7514 3.9976 3.0779
H -2.1705 3.6499 2.2142
H -0.7706 4.3766 1.3433
C 1.8266 -3.3176 -0.2933
C 0.3238 -3.1902 -0.1108
N -0.2760 -2.0090 -0.7485
C 0.0769 -2.0211 -2.1801
C -0.4640 -0.8779 -3.0172
C -1.7375 -2.0841 -0.6370
C -2.2936 -2.5297 0.7168
H 2.1458 -3.8524 -1.1912
H 2.1633 -4.0776 0.4286
H 2.3845 -2.4096 -0.0687
H -0.1561 -4.1203 -0.4673
H 0.1401 -3.1670 0.9622
H 1.1658 -1.9644 -2.2698
H -0.1409 -3.0140 -2.6121
H 0.0632 -0.9906 -3.9723
H -1.4715 -1.0949 -3.3974
H -0.2395 0.0901 -2.5831
H -2.1675 -2.7538 -1.3999
H -2.1934 -1.1102 -0.8332
H -3.2788 -2.0678 0.8352
H -1.6991 -2.2757 1.5960
H -2.4644 -3.6069 0.8086
*
```

Mulliken atomic charge list, values in e, 4 entries: 1.86 1.23 -0.81 -0.82

***

Entry 4:
Molecular formula: C12H30F6O11S7Zn
Method: DFT, ωB97M-V with the def2-TZVPD basis set

Summary:
Energy relative to the best compared isomer or geometry (same formula, charge and spin): 4.010 eV
Kohn-Sham gap: 7.65 eV

Geometry as ORCA input:
```
! wB97M-V def2-TZVPD RIJCOSX def2/J DEFGRID3
* xyz 0 1
Zn -0.1747 0.4109 0.1450
C -3.2847 2.1200 2.9360
F -3.9148 3.0644 3.5578
F -2.4594 1.5926 3.9018
F -4.1142 1.2404 2.3906
S -2.2686 2.7990 1.4668
O -1.4971 1.6163 0.9952
O -3.1900 3.2983 0.4948
O -1.3238 3.7793 2.0165
C 3.5985 3.1676 -0.3848
F 3.7785 2.3920 -1.4685
F 4.2235 2.7173 0.6725
F 4.0808 4.4428 -0.6557
S 1.6287 3.3185 0.0247
O 1.2064 1.9250 0.0617
O 1.4001 4.1013 1.2785
O 1.0742 3.9720 -1.1514
C -2.3114 -1.9306 3.4325
S -2.0702 -2.1643 1.6161
O -1.5246 -0.8540 1.1347
C -0.6693 -3.3606 1.7192
H -2.8114 -2.7714 3.9132
H -2.9193 -1.0509 3.6444
H -1.3302 -1.7918 3.8865
H 0.2673 -2.9256 2.0679
H -0.6242 -3.7966 0.7211
H -0.9736 -4.1222 2.4372
C -2.8455 1.9171 -3.2103
S -1.1534 2.3560 -2.5518
O -0.6932 1.3490 -1.5184
C -0.2211 1.9698 -4.1385
H -3.6094 2.0769 -2.4494
H -2.8383 0.8890 -3.5724
H -3.0425 2.5064 -4.1058
H -0.4487 0.9810 -4.5368
H 0.8172 1.8375 -3.8345
H -0.2324 2.7651 -4.8838
C 2.9995 1.1871 2.9101
S 1.4675 0.3774 3.3968
O 0.4737 0.4257 2.2034
C 2.2625 -1.3259 3.4931
H 3.4263 0.6299 2.0762
H 3.6088 1.1290 3.8120
H 2.9789 2.2267 2.5829
H 3.0127 -1.3704 4.2826
H 2.6989 -1.6752 2.5573
H 1.4676 -2.0420 3.7017
C 3.8570 -1.2983 -0.8232
S 2.0996 -1.8452 -0.8952
O 1.3225 -0.8153 -0.0997
C 2.0676 -1.3956 -2.6412
H 4.2741 -1.6644 0.1149
H 3.8963 -0.2094 -0.7950
H 4.4297 -1.6929 -1.6625
H 2.5632 -0.4403 -2.8145
H 1.1046 -1.4577 -3.1480
H 2.5844 -2.1222 -3.2682
C -3.2990 -1.7792 -2.0729
S -1.4804 -1.9256 -2.3833
O -0.8175 -1.2410 -1.2028
C -1.3638 -3.7756 -2.3524
H -3.9516 -2.2999 -2.7736
H -3.6875 -0.7608 -2.0857
H -3.5724 -2.2608 -1.1341
H -1.6635 -4.1783 -3.3199
H -1.9533 -4.1315 -1.5074
H -0.3356 -4.1058 -2.2042
*
```

Mulliken atomic charge list, values in e, 4 entries: 1.40 0.58 -0.22 -0.25

***

Entry 5:
Molecular formula: C12H30IO2P2Rh
Method: DFT, ωB97M-V with the def2-TZVPD basis set

Summary:
Kohn-Sham gap (alpha / beta): 8.56 / 2.73 eV

Geometry as ORCA input:
```
! wB97M-V def2-TZVPD RIJCOSX def2/J DEFGRID3
* xyz 2 5
C 0.2618 -0.1929 -3.5728
I -2.5019 -0.5643 -3.3459
H 1.1992 -0.2336 -2.9950
H 0.2017 0.7328 -4.1735
H 0.2989 -1.0304 -4.2958
Rh -0.6110 -0.0355 -1.7573
P 0.1050 2.1620 -1.0919
C -1.3860 3.1750 -1.4153
C 0.8659 2.9162 0.3877
H 1.4403 3.8158 0.0920
H 1.4988 3.6819 -2.3056
H 1.5373 2.1732 0.8502
H 2.1200 1.9921 -2.3286
H -2.1211 2.9853 -0.6207
H 0.0970 3.2049 1.1259
C 1.2337 2.6278 -2.4229
H -1.1041 4.2355 -1.4295
H 0.7508 2.4510 -3.3864
H -1.8052 2.8698 -2.3815
P 0.1137 -2.1157 -0.8127
C -1.3367 -3.2311 -0.9855
C 1.1488 -2.6617 -2.1788
H 1.7234 -2.0266 0.9753
H 1.4301 -3.7442 0.5016
H 0.2335 -2.8504 1.5000
C 0.9633 -2.7601 0.6841
H 2.0540 -2.0298 -2.1755
H 1.4078 -3.7188 -2.0127
H -1.0225 -4.2595 -0.7744
H -1.7452 -3.1403 -1.9974
H 0.6260 -2.5331 -3.1383
H -2.0990 -2.9139 -0.2648
C -1.6678 0.1385 -0.1948
O -2.5498 0.2030 0.5611
C 1.2410 -0.5399 3.4928
C -0.0341 0.0404 2.8931
C -1.2568 -0.8012 3.2504
C -0.2574 1.4965 3.3088
O -0.0932 0.0377 1.5209
H 1.3011 -0.4744 4.5822
H 2.1499 -0.0591 3.1139
H 1.3351 -1.5905 3.2327
H -1.4312 -1.0068 4.3035
H -2.1410 -0.3057 2.8561
H -1.2133 -1.7487 2.7078
H 0.6188 2.0901 3.0532
H -1.0857 1.8800 2.7034
H -0.4943 1.6591 4.3610
*
```

Mulliken atomic charge list, values in e, 4 entries: -1.25 0.03 0.35 0.45